# 1
{
  "formula": "C35H26N5O3S4W",
  "method": "wB97M-V/def2-TZVPD",
  "species": ["W", "C", "O", "C", "C", "C", "C", "C", "C", "N", "N", "C", "O", "C", "C", "C", "C", "C", "C", "C", "O", "H", "H", "H", "H", "H", "H", "H", "H", "H", "H", "H", "H", "S", "C", "C", "C", "C", "N", "C", "C", "C", "S", "C", "N", "H", "H", "C", "C", "S", "C", "C", "S", "H", "H", "H", "H", "H", "H", "C", "C", "C", "C", "C", "C", "C", "C", "N", "H", "H", "H", "H", "H", "H"],
  "xyz": [[0.23, -0.16, 0.15], [3.13, -2.03, 2.83], [4.11, -1.01, 2.84], [4.30, -0.25, 1.73], [5.58, 0.28, 1.62], [5.93, 1.15, 0.59], [4.99, 1.51, -0.33], [3.68, 1.00, -0.26], [2.75, 1.38, -1.26], [1.49, 1.07, -1.28], [0.85, 1.45, -2.44], [-0.25, 0.77, -2.59], [-0.61, -0.11, -1.72], [-1.11, 1.02, -3.76], [-2.27, 0.26, -3.91], [-3.14, 0.52, -4.95], [-2.85, 1.54, -5.84], [-1.69, 2.29, -5.71], [-0.81, 2.02, -4.68], [3.31, 0.08, 0.76], [2.12, -0.45, 0.78], [3.27, -2.58, 3.76], [3.30, -2.71, 1.98], [2.11, -1.65, 2.78], [6.31, 0.00, 2.37], [6.94, 1.53, 0.53], [5.23, 2.20, -1.13], [3.13, 1.95, -2.11], [-2.47, -0.53, -3.20], [-4.05, -0.05, -5.05], [-3.54, 1.77, -6.64], [-1.47, 3.08, -6.41], [0.10, 2.59, -4.55], [1.30, -2.20, -1.09], [-0.03, -2.82, -2.01], [0.18, -3.42, -3.24], [-0.89, -3.86, -4.02], [-0.65, -4.39, -5.30], [-0.47, -4.81, -6.35], [-2.20, -3.73, -3.53], [-2.42, -3.18, -2.27], [-1.35, -2.71, -1.51], [-1.64, -1.96, 0.04], [-3.30, -4.13, -4.31], [-4.22, -4.44, -4.93], [1.20, -3.52, -3.61], [-3.42, -3.08, -1.88], [0.27, -0.26, 5.01], [0.42, 0.19, 3.58], [-0.25, -0.97, 2.41], [0.97, 1.35, 3.20], [1.57, 2.34, 4.16], [1.01, 1.92, 1.54], [-0.24, -1.22, 5.02], [-0.33, 0.46, 5.58], [1.24, -0.36, 5.49], [1.43, 2.06, 5.20], [1.10, 3.31, 3.99], [2.63, 2.44, 3.95], [-1.60, 1.28, 0.19], [-2.22, 1.31, 1.53], [-1.89, 2.27, 2.50], [-2.35, 2.19, 3.79], [-3.23, 1.16, 4.15], [-3.64, 0.24, 3.18], [-3.15, 0.32, 1.90], [-3.69, 1.05, 5.47], [-4.07, 0.98, 6.56], [-1.29, 2.30, -0.11], [-2.35, 0.92, -0.54], [-1.22, 3.08, 2.22], [-2.03, 2.90, 4.53], [-4.33, -0.54, 3.46], [-3.45, -0.41, 1.16]],
  "relative_energy_ev": 0.4889,
  "charge": -1,
  "max_force_ev_per_a": 1.64,
  "multiplicity": 1,
  "lumo_ev": [0.5, 0.5]
}



# 2
{
  "formula": "C26H30N3O6P2",
  "method": "wB97M-V/def2-TZVPD",
  "species": ["C", "C", "C", "N", "C", "O", "C", "P", "O", "C", "N", "C", "C", "C", "C", "C", "O", "C", "P", "N", "O", "H", "H", "H", "H", "H", "H", "H", "H", "H", "H", "H", "H", "H", "H", "H", "H", "H", "H", "H", "H", "H", "H", "C", "C", "C", "C", "C", "C", "C", "O", "C", "C", "C", "C", "C", "C", "C", "O", "H", "H", "H", "H", "H", "H", "H", "H"],
  "xyz": [[2.91, -5.11, -0.15], [1.66, -5.21, -1.01], [1.13, -3.76, -1.62], [0.10, -3.09, -0.68], [0.63, -2.08, 0.36], [2.09, -1.78, 0.51], [-0.36, -1.27, 1.42], [0.45, 0.00, 2.65], [1.64, -0.69, 3.49], [-1.98, -1.57, 1.34], [-2.91, -0.87, 2.31], [-2.54, -2.67, 0.21], [-4.13, -3.05, 0.03], [-5.16, -1.78, 0.14], [-6.70, -2.13, -0.38], [-7.09, -3.72, -0.27], [-8.54, -3.94, -0.09], [-1.41, -3.41, -0.77], [-1.97, -4.74, -2.08], [-3.07, -3.93, -3.27], [-2.84, -5.92, -1.11], [2.79, -4.51, 0.86], [3.93, -5.57, -0.48], [1.12, -6.23, -1.22], [2.11, -3.09, -1.74], [0.70, -3.86, -2.73], [2.39, -1.29, -0.33], [1.07, 1.05, 1.85], [-0.48, 0.51, 3.64], [-2.41, -0.26, 2.99], [-3.43, -1.62, 2.87], [-4.41, -3.80, 0.91], [-4.39, -3.61, -0.97], [-4.75, -0.77, -0.33], [-5.29, -1.54, 1.31], [-6.84, -1.75, -1.49], [-7.45, -1.52, 0.32], [-6.55, -4.30, 0.61], [-6.81, -4.28, -1.29], [-9.02, -3.13, -0.42], [-2.50, -3.83, -4.14], [-3.35, -3.01, -2.86], [-3.79, -6.01, -1.41], [1.93, 5.99, -2.91], [2.98, 6.90, -3.04], [4.01, 6.90, -2.11], [4.00, 6.00, -1.03], [2.94, 5.11, -0.89], [1.91, 5.09, -1.84], [2.89, 4.19, 0.26], [1.96, 3.40, 0.39], [3.97, 4.24, 1.27], [3.90, 3.41, 2.40], [4.92, 3.44, 3.35], [6.02, 4.29, 3.17], [6.08, 5.12, 2.05], [5.05, 5.10, 1.10], [5.11, 6.01, -0.06], [6.07, 6.75, -0.22], [1.12, 5.98, -3.64], [2.99, 7.60, -3.87], [4.83, 7.61, -2.22], [1.08, 4.39, -1.74], [3.05, 2.74, 2.54], [4.87, 2.80, 4.23], [6.82, 4.31, 3.91], [6.94, 5.78, 1.92]],
  "charge": 1,
  "max_force_ev_per_a": 6.87,
  "multiplicity": 1,
  "lumo_ev": -4.7
}



# 3
{
  "formula": "C10H33F3N12O9",
  "method": "wB97M-V/def2-TZVPD",
  "species": ["O", "H", "H", "H", "C", "O", "O", "C", "F", "F", "F", "C", "C", "H", "H", "H", "H", "H", "H", "C", "O", "N", "N", "H", "H", "H", "H", "C", "O", "N", "N", "H", "H", "H", "H", "C", "O", "N", "N", "H", "H", "H", "H", "C", "O", "N", "N", "H", "H", "H", "H", "C", "O", "N", "N", "H", "H", "H", "H", "C", "O", "N", "N", "H", "H", "H", "H"],
  "xyz": [[-0.76, -0.37, 0.55], [-0.28, 0.30, 1.05], [-0.58, -0.24, -0.38], [-0.41, -1.22, 0.85], [-0.33, 3.95, 2.79], [-1.47, 3.48, 2.24], [0.55, 2.92, 2.52], [-0.02, 5.35, 2.26], [-0.79, 6.36, 2.75], [1.22, 5.60, 2.73], [0.15, 5.36, 0.92], [-2.73, 3.65, 2.88], [-3.85, 3.24, 1.84], [-3.83, 4.16, 1.26], [-3.49, 2.51, 1.12], [-4.84, 2.97, 2.20], [-2.83, 4.64, 3.35], [-2.86, 3.04, 3.78], [-0.35, 4.00, 3.88], [-1.52, -1.33, 5.74], [-1.76, -1.63, 4.57], [-2.12, -1.92, 6.69], [-0.73, -0.32, 6.05], [-2.77, -2.58, 6.29], [-1.54, -1.98, 7.52], [-0.44, 0.26, 5.28], [-0.84, -0.09, 7.03], [-1.65, -5.14, -1.58], [-0.52, -5.26, -1.90], [-2.65, -5.43, -2.41], [-2.00, -4.83, -0.40], [-3.61, -5.21, -2.18], [-2.46, -5.59, -3.39], [-1.24, -4.73, 0.26], [-2.95, -4.64, -0.13], [4.38, 1.52, -1.90], [4.95, 1.04, -2.90], [3.71, 2.61, -1.78], [4.36, 0.86, -0.76], [3.84, 3.37, -2.43], [3.12, 2.76, -0.97], [5.05, 0.14, -0.68], [3.80, 1.23, 0.00], [3.03, -3.43, 2.23], [1.97, -3.19, 1.61], [3.79, -2.62, 2.86], [3.64, -4.49, 2.01], [4.51, -2.93, 3.50], [3.53, -1.66, 2.71], [3.26, -5.15, 1.34], [4.61, -4.56, 2.31], [1.16, -2.03, -6.53], [0.09, -1.48, -6.81], [1.77, -1.97, -5.38], [2.03, -2.63, -7.30], [1.24, -1.50, -4.66], [2.56, -2.59, -5.32], [2.76, -3.20, -6.88], [1.62, -2.72, -8.22], [-1.98, 2.59, -3.74], [-1.28, 1.87, -3.10], [-2.60, 3.60, -3.26], [-2.29, 2.43, -5.01], [-2.35, 3.70, -2.29], [-3.20, 4.27, -3.72], [-3.00, 3.05, -5.39], [-1.75, 1.82, -5.61]],
  "relative_energy_ev": 10.2486,
  "charge": 0,
  "max_force_ev_per_a": 8.53,
  "multiplicity": 1,
  "lumo_ev": -0.9
}